No. 1
{
  "formula": "C4H6O2",
  "method": "ωB97M-V/def2-TZVPD",
  "symbols": ["C", "C", "C", "C", "O", "O", "H", "H", "H", "H", "H", "H"],
  "coordinates": [[-0.363, -1.982, 0.166], [-0.906, -1.004, -0.732], [0.219, -0.631, 0.163], [0.203, 0.648, 0.992], [-0.300, -3.063, 0.687], [1.846, -0.749, -0.638], [-0.973, -1.007, -1.805], [-1.912, -0.744, -0.416], [-0.369, 1.375, 0.460], [1.205, 1.140, 1.029], [-0.272, 0.299, 1.952], [2.164, 0.100, -0.293]],
  "forces_ev_per_a": [[1.287, -1.437, 1.684], [-1.560, -0.459, -1.530], [4.262, 1.387, -1.569], [0.403, -1.477, 0.421], [-0.385, 0.777, -0.757], [-3.996, 0.431, 1.702], [0.735, -0.236, -0.486], [-0.047, 0.587, 0.602], [-0.896, 0.405, -0.107], [-0.683, -0.840, 0.826], [0.789, 1.242, -0.528], [0.093, -0.379, -0.260]],
  "e_lumo_ev": -0.08,
  "max_force_ev_per_a": 4.7,
  "orbital_gap_ev": 9.53,
  "e_above_lowest_kcal_mol": 99.6,
  "e_homo_ev": -9.61
}



No. 2
{
  "formula": "C4H6N2",
  "method": "ωB97M-V/def2-TZVPD",
  "symbols": ["C", "C", "C", "N", "N", "C", "H", "H", "H", "H", "H", "H"],
  "coordinates": [[-1.708, -0.337, 0.247], [-0.292, 0.094, 0.040], [0.815, -0.675, -0.553], [2.097, -0.362, -0.216], [1.671, 1.041, -0.485], [0.418, 1.245, 0.109], [-2.313, -0.197, -0.660], [-1.753, -1.398, 0.510], [-2.195, 0.228, 1.049], [0.703, -1.430, -1.340], [2.382, -0.428, 0.766], [0.174, 2.221, 0.535]],
  "forces_ev_per_a": [[-0.022, -0.053, 0.027], [0.297, -0.092, 0.089], [-0.139, -0.620, 0.051], [-0.186, -0.290, -0.016], [0.383, 0.809, 0.293], [-0.116, 0.057, 0.047], [0.136, -0.032, 0.133], [-0.071, 0.126, 0.033], [0.143, -0.082, -0.100], [-0.145, 0.291, -0.084], [-0.269, 0.115, -0.102], [-0.012, -0.231, -0.372]],
  "e_lumo_ev": [-0.57, -0.62],
  "max_force_ev_per_a": 0.9,
  "orbital_gap_ev": [6.89, 6.61],
  "e_above_lowest_kcal_mol": 135.0,
  "e_homo_ev": [-7.45, -7.23]
}



No. 3
{
  "formula": "C31H42N4O2PdSSi",
  "method": "ωB97M-V/def2-TZVPD",
  "symbols": ["Pd", "C", "C", "N", "O", "C", "C", "N", "O", "H", "H", "H", "H", "H", "H", "H", "C", "C", "C", "C", "N", "C", "S", "N", "C", "C", "C", "C", "H", "H", "H", "H", "H", "H", "H", "H", "H", "H", "H", "H", "H", "H", "H", "H", "H", "H", "H", "H", "C", "C", "C", "C", "C", "C", "Si", "C", "C", "C", "C", "C", "C", "C", "C", "C", "C", "C", "C", "H", "H", "H", "H", "H", "H", "H", "H", "H", "H", "H", "H", "H", "H", "H"],
  "coordinates": [[-0.008, 0.396, -0.665], [-3.220, -0.955, 2.251], [-2.359, -0.644, 1.057], [-1.885, 0.521, 0.738], [-2.046, 1.613, 1.564], [-2.041, -1.705, 0.144], [-2.779, -3.014, 0.074], [-1.062, -1.508, -0.700], [-0.733, -2.331, -1.592], [-3.329, -0.114, 2.933], [-2.802, -1.792, 2.806], [-4.219, -1.228, 1.910], [-2.325, 1.343, 2.456], [-3.629, -3.056, 0.745], [-2.099, -3.836, 0.300], [-3.119, -3.157, -0.953], [1.253, -0.404, -7.626], [0.274, 0.028, -6.543], [0.276, -0.967, -5.386], [-0.690, -0.618, -4.251], [-0.412, 0.680, -3.655], [0.697, 0.917, -2.918], [1.698, -0.340, -2.347], [1.145, 2.188, -2.808], [0.786, 3.324, -3.628], [1.943, 4.321, -3.692], [3.027, 3.934, -4.702], [3.706, 2.602, -4.401], [1.289, 0.323, -8.433], [0.963, -1.365, -8.042], [2.253, -0.506, -7.213], [-0.730, 0.099, -6.967], [0.559, 1.021, -6.187], [1.285, -1.042, -4.976], [-0.001, -1.952, -5.763], [-0.614, -1.382, -3.468], [-1.717, -0.587, -4.619], [-0.826, 1.473, -4.125], [1.966, 2.304, -2.227], [-0.099, 3.823, -3.218], [0.556, 2.983, -4.645], [2.380, 4.425, -2.695], [1.540, 5.299, -3.967], [3.782, 4.723, -4.709], [2.590, 3.896, -5.703], [4.108, 2.595, -3.389], [4.527, 2.440, -5.097], [3.019, 1.766, -4.506], [-0.845, 5.663, -1.118], [-1.470, 4.427, -1.170], [-0.823, 3.300, -0.694], [0.450, 3.388, -0.136], [1.086, 4.624, -0.147], [0.447, 5.753, -0.633], [1.246, 1.840, 0.746], [0.820, 2.169, 2.599], [0.931, 1.169, 3.558], [0.684, 1.428, 4.895], [0.320, 2.701, 5.300], [0.193, 3.705, 4.356], [0.435, 3.438, 3.020], [3.159, 2.140, 0.649], [3.951, 1.596, -0.357], [5.308, 1.863, -0.428], [5.905, 2.687, 0.511], [5.134, 3.226, 1.527], [3.779, 2.947, 1.598], [-1.363, 6.550, -1.452], [-2.470, 4.345, -1.575], [-1.339, 2.336, -0.738], [2.089, 4.708, 0.247], [0.952, 6.709, -0.618], [1.215, 0.172, 3.250], [0.779, 0.638, 5.626], [0.134, 2.909, 6.344], [-0.093, 4.701, 4.662], [0.327, 4.231, 2.296], [3.508, 0.930, -1.084], [5.900, 1.424, -1.219], [6.965, 2.898, 0.462], [5.588, 3.870, 2.268], [3.194, 3.367, 2.405]],
  "forces_ev_per_a": [[-0.403, -1.032, 0.408], [0.129, 0.303, -0.101], [0.075, 0.975, 0.197], [-0.019, -0.326, 0.109], [-0.305, 0.032, 0.180], [-0.024, -0.921, -0.484], [0.197, 0.268, -0.160], [0.692, 0.123, -0.019], [-0.488, -0.035, 0.537], [-0.024, -0.034, 0.023], [-0.011, -0.070, 0.021], [0.005, -0.022, 0.049], [0.158, -0.113, -0.170], [-0.071, 0.012, 0.068], [-0.002, -0.073, -0.018], [-0.048, -0.109, 0.015], [-0.144, 0.186, 0.045], [0.161, -0.301, 0.053], [-0.282, 0.379, -0.004], [0.242, -0.579, -0.037], [0.122, 0.586, -0.073], [0.743, 0.386, -1.085], [-0.150, -0.111, 0.323], [-0.061, -0.363, -0.126], [-0.279, 0.381, 0.088], [0.067, -0.107, -0.349], [0.006, -0.034, 0.242], [-0.012, 0.178, -0.231], [0.047, 0.037, -0.146], [-0.008, -0.143, -0.093], [0.168, -0.018, 0.028], [-0.104, 0.096, 0.005], [-0.052, 0.086, 0.049], [0.012, -0.088, -0.002], [0.026, -0.149, -0.008], [-0.156, 0.227, -0.149], [0.001, 0.002, 0.053], [0.047, 0.017, 0.183], [-0.104, -0.161, -0.073], [0.031, -0.085, -0.091], [-0.035, -0.029, -0.009], [-0.041, 0.044, 0.037], [-0.027, -0.036, 0.102], [-0.017, 0.031, -0.067], [-0.022, 0.076, -0.045], [0.072, -0.081, 0.131], [0.117, -0.063, -0.009], [-0.028, -0.132, 0.048], [-0.017, 0.054, -0.051], [-0.169, 0.029, -0.022], [-0.354, -0.078, 0.101], [0.326, -0.707, 0.337], [0.117, -0.060, -0.001], [-0.007, 0.241, -0.020], [0.309, 1.105, 0.597], [0.154, -0.219, -0.816], [0.032, -0.108, -0.104], [-0.014, -0.117, 0.164], [-0.037, -0.001, 0.075], [-0.051, 0.127, 0.122], [0.007, 0.041, -0.048], [-0.872, -0.338, 0.051], [-0.045, -0.121, -0.129], [0.162, 0.065, -0.075], [0.029, -0.022, -0.011], [0.102, 0.141, 0.096], [-0.070, 0.099, 0.094], [-0.034, 0.086, -0.100], [-0.087, -0.012, -0.011], [0.044, 0.470, 0.048], [0.141, 0.051, 0.058], [0.042, 0.071, 0.026], [0.065, -0.161, 0.013], [0.021, -0.082, 0.058], [-0.014, 0.008, 0.081], [-0.035, 0.098, 0.027], [-0.046, 0.121, -0.051], [-0.006, -0.019, -0.045], [0.052, -0.044, -0.053], [0.054, 0.011, -0.016], [0.024, 0.007, 0.048], [-0.023, 0.054, 0.111]],
  "e_lumo_ev": [0.59, -1.13],
  "max_force_ev_per_a": 1.4,
  "orbital_gap_ev": [6.91, 6.56],
  "s_squared": 2.02,
  "spin_multiplicity": 3,
  "e_above_lowest_kcal_mol": 29.4,
  "e_homo_ev": [-6.32, -7.69]
}



no.,calculated total energy (eV)
1,-8336.142
2,-7219.738
3,-65073.324